# 1
26
Properties=species:S:1:pos:R:3:forces:R:3:nbo_charge:R:1 method="wB97M-V/def2-TZVPD" lumo_energy_ha=-0.001 multiplicity=1 total_charge=0 gap_ev=8.77
N -1.33322 -1.70501 -0.25417 -0.571 -0.283 0.046 0.487
H 0.69794 2.44729 0.29996 0.077 0.133 0.032 0.224
H 1.06600 -2.05101 0.74836 0.013 0.055 -0.125 0.259
H 2.82994 1.46539 -0.20913 0.015 0.088 0.020 0.235
H 0.41235 -0.34271 2.22997 -0.004 -0.045 -0.012 0.225
H -1.93468 1.07406 -1.97665 0.068 0.001 -0.027 0.198
C -0.18174 -1.00648 -0.61802 0.762 2.270 1.045 -0.151
H -1.33079 -0.61441 2.06401 -0.104 -0.083 0.000 0.234
C 0.78331 1.37101 0.21619 0.148 0.039 -0.148 -0.203
H -0.72800 0.95189 2.60450 0.042 0.017 0.002 0.234
C 1.14136 -1.59910 -0.24676 -0.074 -0.438 0.001 -0.521
H 1.40237 -2.40883 -0.94080 0.052 0.031 0.145 0.230
N 3.48657 -0.88000 -0.41159 0.593 0.146 0.041 -0.591
O -2.40277 -1.25554 -0.67460 -0.145 -0.234 -0.114 -0.456
H -2.60508 2.50862 -1.18551 0.104 0.042 -0.091 0.211
H -0.84935 2.38021 -1.43990 -0.092 0.030 -0.038 0.203
H -0.25172 -0.56301 -1.60445 -0.208 -0.118 0.022 0.228
C -1.75593 1.82507 -1.20042 -0.028 -0.027 -0.100 -0.416
O -1.25512 -2.62757 0.54873 -0.068 -0.117 0.070 -0.429
C 2.26519 -0.58813 -0.25067 -0.184 -0.429 -0.160 0.264
C 1.96593 0.82999 -0.07255 -0.197 0.542 0.043 -0.228
H -2.46738 0.69000 0.34650 0.252 0.078 0.120 0.403
H 3.67877 -1.87177 -0.53779 -0.326 -0.088 -0.023 0.337
C -0.46746 0.63417 0.51778 0.264 -1.966 -0.908 0.276
N -1.63591 1.22442 0.10992 -0.370 0.302 0.221 -0.600
C -0.53054 0.11146 1.93709 -0.018 0.053 -0.063 -0.652

---

# 2
120
Properties=species:S:1:pos:R:3:forces:R:3:lowdin_charge:R:1 method="wB97M-V/def2-TZVPD" lumo_energy_ha="-0.129 / -0.362" multiplicity=2 total_charge=+1 gap_ev="9.11 / 2.77" s_squared=0.758
H -0.27845 5.65412 -1.27587 -1.714 -0.960 -0.544 0.068
H -3.42086 1.41508 5.52874 -0.082 -0.738 -0.518 0.048
H -5.72725 0.92805 -1.26482 1.469 -0.473 2.665 0.130
H -3.26556 1.98206 -3.40907 0.031 -0.308 -0.349 0.065
O 0.63604 0.03308 3.77441 -0.438 1.864 -2.749 -0.083
O -0.41197 2.09509 5.65296 -0.983 -0.197 -3.142 -0.091
H 2.84548 -4.28156 -4.56564 0.474 1.854 -1.979 0.051
O -1.61858 -1.33145 -5.83849 -0.283 -1.723 -1.459 -0.050
H -4.21009 -2.47084 -1.19969 -0.326 1.521 1.119 0.091
O -2.70348 1.93786 -2.64088 -0.863 1.788 1.501 -0.029
H -0.61591 1.29382 6.10684 -0.133 -0.792 1.316 -0.010
H 0.34630 -4.74997 -3.61646 1.401 -0.298 -0.770 -0.008
H 2.09256 3.62037 -2.12082 -0.329 -0.356 0.230 0.041
H 3.08411 -0.14957 5.92985 -1.364 -0.904 -0.546 0.091
O -0.86464 3.54765 -3.57949 0.529 0.086 -0.522 -0.100
H -3.32141 -1.46788 -0.50996 1.111 0.306 0.336 -0.032
H -0.40555 -4.57195 3.38714 -0.231 0.736 0.599 -0.005
H -2.53119 -3.51303 -4.32127 0.300 0.149 -0.783 0.015
H -1.48561 5.34687 -2.33528 1.238 -0.527 2.219 0.081
H 1.22813 -2.90400 0.07535 -0.263 -0.438 0.125 0.071
O -0.04669 -5.29391 2.90300 0.498 -1.238 -1.764 -0.024
H 2.13349 -5.95680 0.38133 0.167 0.349 0.987 -0.005
H 5.15511 0.50309 0.35110 0.775 -0.580 -0.165 0.021
H 3.83378 4.19421 2.08395 0.291 -0.146 0.478 0.002
O -4.23625 -1.65330 -0.62414 -1.838 -1.797 -0.392 -0.087
H 2.44545 3.14627 -0.65780 -1.084 -1.345 0.947 -0.021
H -0.88099 1.79224 4.78640 1.239 1.328 1.905 0.069
H -1.75007 -0.48663 -5.44686 -0.313 0.935 0.519 -0.008
H -4.07785 -3.76599 -4.29574 -0.872 0.232 -0.961 0.045
O -2.88301 0.62640 5.70303 1.212 0.953 1.089 -0.041
H 4.35142 -3.18860 -0.89255 -0.061 -0.069 0.400 0.090
H 3.74367 4.73824 3.48067 -0.466 0.106 0.514 0.010
O -2.17568 2.62777 0.80443 -2.231 3.394 0.495 -0.139
O 3.27925 1.12370 -1.52529 -2.651 -0.619 2.846 -0.049
O -4.82208 -0.07900 -2.81030 1.876 -1.263 -0.375 -0.061
H -2.14040 0.22102 -1.03541 0.012 1.132 -1.508 -0.001
O -4.94255 3.24093 0.72580 0.838 -2.136 -4.177 -0.171
H 1.83449 -4.90205 -2.82276 -0.267 -0.441 -0.348 0.012
H 1.47544 -6.53731 -0.79024 -0.022 -0.459 -0.244 0.046
H -2.30427 0.97765 0.42272 0.037 2.037 -0.637 -0.012
H -2.30541 -1.45949 -6.51486 0.487 0.229 0.255 0.059
O 2.24536 5.31482 1.07383 -2.388 1.778 -0.663 -0.070
H 1.78919 0.19614 5.20465 -0.526 1.134 -0.345 -0.028
O 2.50966 -4.26122 -2.63113 0.146 -0.497 3.012 -0.094
O 0.97376 -0.21003 -3.03208 1.704 1.598 2.448 -0.067
H 1.28460 3.95530 4.64559 0.008 1.086 -1.998 0.084
O 5.77028 0.15670 -0.32669 -1.048 -0.513 0.391 -0.073
H -0.52572 -2.06550 5.07229 -0.642 0.531 -0.677 0.133
H -0.26650 -5.18269 1.94427 0.192 -0.094 1.479 0.041
H -0.35931 1.99976 0.20647 -2.104 1.378 0.476 -0.009
H -4.58435 3.25437 -0.24336 -0.160 1.939 2.027 0.077
H 2.89134 5.69758 1.63866 1.220 0.434 0.877 -0.005
O -1.13570 5.14206 -1.39597 0.495 1.290 -1.298 -0.121
O 5.57481 2.64697 -0.26491 -1.533 0.889 0.388 -0.043
H 0.92222 0.31780 2.85348 -0.146 -0.510 1.916 0.077
H 1.59415 6.09336 1.06549 1.104 -1.884 -0.283 0.097
O 5.13250 1.09394 -3.52433 -1.083 -1.798 0.366 -0.043
H -4.19783 -0.72020 -2.38458 -1.671 0.035 0.952 0.026
H -4.09761 0.08576 -3.42328 -0.505 1.084 -1.180 0.018
H 4.61248 2.75314 -0.08030 0.640 -0.671 -0.052 0.054
O -1.24957 -3.12336 1.96626 -0.137 0.221 -0.743 0.093
H -2.11147 1.21296 -2.65936 0.451 -1.551 -0.931 -0.023
H 0.59630 4.81739 3.52476 -0.760 0.235 -0.065 0.023
H -1.73150 -1.42734 -3.36108 -0.516 0.785 -0.028 0.030
H 5.79095 1.73548 -3.30243 0.735 0.348 0.444 0.038
O -3.27247 -3.83669 -3.82168 0.481 -0.556 1.601 -0.019
H 3.51202 1.33261 -2.40176 1.554 0.080 -1.635 0.002
O 2.65709 3.72137 -1.35386 1.193 2.105 -1.390 -0.035
H -0.07181 -3.17534 -3.34120 0.228 -2.791 -0.606 0.093
O 4.36086 4.31046 2.89286 0.116 -0.192 -0.909 -0.049
H 3.78518 -3.38419 0.56021 0.721 0.074 0.052 0.065
H 5.63271 3.46820 -0.74190 0.861 0.778 -0.561 0.068
H 1.47293 -0.66961 -2.30039 -0.698 0.101 -1.436 0.054
H -1.25636 3.03400 -2.84333 -0.215 0.429 -1.028 -0.002
O 3.00932 -3.36449 -4.99383 -0.105 -1.917 2.802 -0.118
O -5.31203 0.87396 -0.31006 -1.265 0.181 -2.306 -0.086
O -1.66347 -0.45725 -3.50287 1.385 -0.251 0.931 -0.118
O -0.75628 -2.03579 4.12120 -0.929 -0.298 -0.333 -0.036
H -1.02697 -2.75808 2.88360 0.759 0.198 0.152 -0.002
H -2.07500 3.45134 0.21262 0.035 -1.739 0.872 0.086
H 5.14817 0.34318 -2.86750 0.599 1.359 -1.029 0.063
H -1.19816 3.21268 -4.43501 0.151 0.027 0.981 0.053
H -0.05192 0.65165 1.02810 -1.805 -0.513 1.419 -0.026
H 4.36593 0.95839 2.35025 0.771 0.986 -1.457 -0.010
O 3.77269 0.99477 3.06043 -0.950 -1.864 2.344 -0.006
H 3.20737 -3.00079 -4.08731 -0.125 0.336 -1.641 0.022
H -3.04497 2.94603 1.31948 1.976 -1.153 -1.167 0.094
O -4.02142 2.26664 3.35238 0.485 -1.087 -0.072 -0.036
H -3.81352 -0.18910 1.59748 -0.009 -0.674 1.162 0.022
H -3.18408 -0.15950 5.28789 -1.139 -0.403 -0.748 0.002
H 1.03382 -0.81038 3.95033 0.613 -0.623 -0.219 0.014
O 3.54545 -3.25876 -0.35835 -0.368 0.063 -0.166 -0.041
H 1.56009 -0.63437 -0.19939 -0.231 -1.491 1.440 0.111
H 2.63245 -4.46271 -1.64458 0.319 0.548 -1.788 0.046
H 3.09759 1.65696 3.12186 0.168 0.980 -0.811 0.023
O -2.20508 0.19953 -0.10863 -0.287 -3.800 1.830 -0.027
H 3.82597 0.51901 -1.01743 0.771 -0.071 -1.036 0.014
O 2.23265 -0.54407 5.58472 2.259 -0.307 1.541 -0.076
H -0.66507 -0.35270 -3.42339 -1.019 0.146 -0.102 0.036
H 1.21355 0.72628 -2.70273 -0.686 -1.625 -1.084 0.094
H 5.97847 1.00607 -0.74010 0.359 0.162 -0.012 0.001
H 1.53296 -3.77964 1.25440 -0.109 -0.484 0.576 0.096
O -3.89222 -0.58346 2.50948 -1.276 -1.752 -1.665 -0.094
O -0.34404 -4.15231 -3.44582 -2.021 3.178 1.056 -0.040
O 0.18746 1.28784 0.40762 4.653 -0.822 -1.790 0.005
H -1.82775 -3.84518 2.25385 -0.357 -0.445 -0.614 0.096
H -1.61931 -2.52728 -1.07130 -0.449 -0.155 -0.560 0.072
H 0.48453 -1.38152 0.63346 -1.013 0.516 0.298 0.038
H -2.49561 -3.43161 -2.03050 0.353 0.843 -0.166 0.071
O 0.93607 -3.84018 0.48712 0.038 0.755 -0.173 0.130
H -4.49144 -1.40185 2.32263 1.433 2.245 0.448 0.113
O 2.31987 -6.55681 -0.32660 -0.239 0.037 -0.730 -0.008
O -2.27768 -2.49419 -1.79452 1.504 -1.382 0.208 -0.099
O 1.40947 -1.43658 0.42077 0.717 1.617 -1.733 -0.024
H -4.83025 2.73644 3.26965 -1.038 1.525 0.021 0.031
H -1.36626 -1.31662 3.80157 0.985 -0.214 1.599 0.102
H -5.13581 2.28734 0.31836 -0.557 0.546 2.356 0.012
H -4.33485 1.45095 2.93385 0.592 -0.418 0.234 0.013
O 1.42596 4.42014 3.75060 0.750 -1.517 2.277 -0.080
H -4.59381 0.21966 -0.39292 -0.583 0.290 -0.360 -0.003

---

Respective ΔE to the lowest compared entry with this formula, charge and spin values: 353.5, 889.5 kJ/mol.
Respective DFT total energy values: -17068.065, -83184.214 eV.